1.
DFT (ωB97M-V with the def2-TZVPD basis set) results for a molecular structure, C30H48P2SeTb at a distorted geometry.

Its total charge is +1. For the lowest unoccupied orbital energy (spin up / spin down), the calculation gives -3.0 / -2.7 eV. Its molar mass is 708.55 g mol⁻¹. Its energy above the lowest of the compared OMol25 structures with the same formula, charge and spin is 0.0 kcal per mole. The gap between HOMO and LUMO (spin up / spin down) is 7.078 / 7.312 eV. As for the spin multiplicity: 7.

```
82
Properties=species:S:1:pos:R:3:forces:R:3:lowdin_spin:R:1
Tb -0.103298 -0.361787 1.109879 -0.4 0.7 3.1 6.162
C -0.606552 -2.581550 2.231427 1.3 0.2 0.4 -0.015
C 0.756756 -2.607077 1.753180 -0.5 0.2 1.1 -0.018
C 0.656479 -1.166740 3.556713 -0.1 -0.9 -0.7 -0.015
C -0.652700 -1.689188 3.342385 1.2 -0.3 -0.4 -0.017
C 1.535048 -1.715142 2.567769 -1.4 -0.4 0.4 -0.016
C -1.729453 -3.467150 1.815156 -0.5 0.0 -0.2 0.001
H -1.515855 -3.957846 0.857584 -0.2 0.1 0.2 0.000
H -2.673251 -2.894268 1.727405 0.3 -0.4 0.0 0.000
H -1.888766 -4.250822 2.574513 0.0 0.2 -0.3 0.000
C -1.800241 -1.495073 4.255310 -0.4 0.4 0.4 -0.001
H -2.582153 -2.223958 4.076660 -0.2 -0.1 -0.1 0.000
H -2.235540 -0.500304 4.132494 -0.1 -0.1 0.0 0.000
H -1.506435 -1.591423 5.310543 0.1 0.0 -0.3 0.000
C 1.075432 -0.379169 4.742780 0.0 0.9 0.3 0.000
H 0.759143 -0.858518 5.684840 0.1 0.1 -0.4 0.000
H 0.626928 0.631843 4.724318 0.3 -0.4 0.1 0.000
H 2.165623 -0.266449 4.782006 -0.3 0.0 0.0 0.000
C 3.010031 -1.553717 2.581665 0.4 0.1 -0.1 0.000
H 3.443989 -2.162200 3.386689 0.0 0.1 -0.2 0.000
H 3.292418 -0.509925 2.769568 0.1 -0.2 -0.1 0.000
H 3.452077 -1.883602 1.636563 0.1 0.1 0.1 0.000
C 1.313344 -3.563912 0.771583 0.3 -0.5 -0.5 0.001
H 1.660540 -4.477896 1.277030 -0.1 0.2 -0.1 0.000
H 2.180652 -3.148022 0.243197 -0.1 -0.1 0.0 0.000
H 0.573251 -3.874345 0.026621 0.1 0.0 0.1 0.000
C -1.657333 0.410753 -4.485606 -1.1 -0.8 -0.3 0.000
C -1.755650 -0.911513 -4.698051 -0.5 0.9 -0.6 0.000
C -0.916553 -1.643813 -5.710973 -0.1 -0.3 -0.3 0.000
C 0.549608 -1.154874 -5.866329 -0.8 -0.2 -0.6 0.000
C 1.212444 -0.587036 -4.657970 0.9 0.8 0.1 0.000
C 1.315082 0.737719 -4.419194 0.7 -1.0 -1.2 0.000
C 0.454066 1.779327 -5.077945 0.0 0.4 -0.2 0.000
C -1.006922 1.364176 -5.411733 0.9 0.4 -0.5 0.000
H -1.392087 -1.584924 -6.710704 0.1 -0.1 0.4 0.000
H 0.571733 -0.391877 -6.663867 0.2 -0.4 0.3 0.000
H -0.919054 -2.713211 -5.450349 0.0 0.2 -0.1 0.000
H -1.031239 0.935916 -6.428220 -0.1 0.3 0.4 0.000
H -2.235470 0.905918 -3.712910 -0.2 -0.3 -0.5 0.000
H -2.592111 -1.490335 -4.291563 0.5 0.2 0.5 0.000
H -1.616159 2.287969 -5.411279 0.3 -0.4 -0.2 0.000
H 0.424891 2.659965 -4.414039 0.1 -0.2 -0.2 0.000
H 2.152669 1.135051 -3.831316 -0.6 -0.4 0.3 0.000
H 0.912418 2.126213 -6.019428 0.0 0.0 0.3 0.000
H 1.138520 -2.026529 -6.211968 -0.2 0.6 0.1 0.000
H 1.755538 -1.310491 -4.040614 0.2 0.4 -0.2 0.000
P -1.233642 -0.545331 -1.241212 -0.7 0.4 -0.3 -0.017
P 1.987775 0.904278 -0.118668 0.4 0.4 0.1 -0.018
C -0.190760 0.785066 -2.001890 0.0 -0.1 -0.4 0.001
C 0.855127 1.707884 -1.329876 0.0 0.1 0.1 0.001
H -0.900204 1.442176 -2.525357 0.5 -0.3 0.2 0.000
H 0.311986 0.171010 -2.758887 -0.2 0.6 0.2 0.000
H 1.495485 2.152925 -2.118975 -0.5 -0.1 0.2 0.000
H 0.335925 2.541518 -0.826344 0.3 -0.3 0.1 0.000
C 2.710902 2.299614 0.801870 0.1 0.0 0.0 -0.001
H 3.456166 1.884532 1.496912 -0.2 0.2 -0.2 0.000
H 1.929355 2.813401 1.381022 0.2 -0.2 -0.2 0.000
H 3.197377 3.001373 0.109331 -0.1 -0.1 0.3 0.000
C 3.403814 0.178686 -1.005248 -0.1 0.1 -0.2 -0.003
H 3.858416 0.912758 -1.687595 0.0 -0.3 0.2 -0.001
H 3.078780 -0.709434 -1.563595 0.2 0.2 0.1 0.000
H 4.133949 -0.123351 -0.239185 -0.2 0.0 -0.3 0.000
C -2.941080 0.011474 -1.495418 -0.4 -0.3 -0.2 -0.002
H -3.616480 -0.750774 -1.094052 0.0 0.2 0.0 0.000
H -3.197951 0.181795 -2.546845 -0.1 -0.1 0.5 0.000
H -3.079907 0.935628 -0.917085 0.1 -0.2 -0.1 0.000
C -0.871806 -2.154130 -2.002193 0.1 -0.3 -0.8 0.001
H 0.089827 -2.560913 -1.655341 -0.2 0.3 0.1 0.000
H -0.845837 -2.123481 -3.101002 0.0 -0.1 0.5 0.000
H -1.652533 -2.861110 -1.688098 0.1 0.2 0.0 0.000
Se -1.349415 1.799296 2.195719 0.2 -0.3 -0.5 -0.033
C -1.310978 2.709067 3.862029 -0.2 0.7 1.5 -0.006
C -1.289085 4.116116 3.789234 -0.1 -0.3 0.2 -0.002
C -1.387425 4.909472 4.931433 0.0 -0.5 0.3 0.000
C -1.486211 4.320583 6.201187 0.1 -0.1 -0.5 -0.001
C -1.481197 2.926807 6.299069 0.0 0.0 -0.4 0.000
C -1.406036 2.115132 5.149745 0.0 0.9 -0.5 -0.001
H -1.218917 4.585689 2.811453 0.0 0.0 0.2 0.000
H -1.399326 5.987442 4.827293 0.0 0.0 0.0 0.000
H -1.566271 4.945835 7.094280 0.0 -0.3 -0.3 0.000
H -1.551758 2.466229 7.284121 0.0 0.0 -0.3 0.000
H -1.439947 1.042539 5.258358 0.0 0.0 0.0 0.000
```
Forces are in eV/Å.

2.
DFT (ωB97M-V with the def2-TZVPD basis set) results for a single C30H50 molecule.

Its structure (SMILES) is CC(C)=CCC/C(C)=C/CC/C(C)=C/CC/C=C(\C)CC/C=C(\C)CCC=C(C)C. For the lowest unoccupied orbital energy, the calculation gives 0.8 eV. Its molar mass is 410.73 g mol⁻¹. Its energy above the lowest of the compared OMol25 structures with the same formula, charge and spin is 7.6 kcal per mole. The gap between HOMO and LUMO is 9.056 eV.

```
80
Properties=species:S:1:pos:R:3:forces:R:3:nbo_charge:R:1
C 3.153075 5.047552 -1.207511 -0.1 0.0 0.1 -0.629
C 2.031361 4.165048 -0.750773 0.1 0.2 0.0 0.037
C 2.159990 2.707866 -1.093880 -0.1 0.1 0.1 -0.662
C 0.982419 4.635348 -0.085971 0.0 -0.1 0.0 -0.210
C -0.161357 3.787312 0.382075 0.0 0.2 0.0 -0.425
C -1.111100 4.536080 1.323384 0.1 -0.3 0.0 -0.408
C -2.271137 3.664010 1.724997 0.1 0.2 0.1 0.021
C -3.383638 3.555862 0.718330 0.0 -0.1 0.1 -0.665
C -2.280073 3.028664 2.890994 -0.2 0.1 0.0 -0.199
C -3.356922 2.127621 3.407781 0.2 -0.1 0.1 -0.414
C -2.913561 0.651970 3.466600 -0.3 0.1 0.0 -0.419
C -2.681703 0.086133 2.092335 0.0 0.0 0.2 0.028
C -1.340136 0.346464 1.469427 0.0 -0.1 -0.1 -0.662
C -3.641215 -0.579687 1.459805 0.0 0.0 -0.1 -0.202
C -3.549494 -1.149373 0.078672 -0.1 -0.2 0.1 -0.426
C -3.461686 -2.686971 0.101432 0.1 0.2 -0.2 -0.427
C -2.242904 -3.185105 0.821500 -0.1 -0.1 0.0 -0.198
C -1.034474 -3.377081 0.303009 0.1 -0.2 0.0 0.024
C -0.663143 -3.092921 -1.119914 -0.2 0.1 0.1 -0.658
C 0.084195 -3.935178 1.144159 -0.1 0.2 0.3 -0.419
C 0.872110 -2.855490 1.912479 0.1 -0.3 -0.1 -0.433
C 1.690414 -1.934749 1.056409 0.0 0.1 0.1 -0.200
C 2.832992 -2.231295 0.444788 0.1 0.2 0.0 0.029
C 3.449912 -3.599139 0.461183 -0.1 0.1 0.0 -0.662
C 3.603240 -1.186307 -0.317427 -0.1 -0.1 -0.1 -0.404
C 3.567384 -1.403899 -1.835363 0.0 0.1 0.1 -0.439
C 2.214345 -1.127516 -2.414614 0.1 -0.1 0.0 -0.204
C 1.733211 -1.655994 -3.533311 -0.2 0.1 0.0 0.033
C 2.506067 -2.648685 -4.356952 0.0 0.1 0.1 -0.658
C 0.380644 -1.289834 -4.066045 0.1 0.1 0.1 -0.632
H 2.980084 6.082599 -0.924050 0.0 0.1 0.0 0.213
H 4.094564 4.717716 -0.767980 0.1 0.0 0.0 0.210
H 3.256635 4.994468 -2.291392 0.1 0.0 -0.1 0.210
H 2.121206 2.098437 -0.190629 0.0 -0.1 0.0 0.218
H 3.096288 2.507723 -1.607679 0.1 -0.1 0.0 0.214
H 1.338588 2.391488 -1.736824 0.0 -0.1 -0.1 0.221
H 0.918077 5.690890 0.139749 0.1 0.2 0.0 0.192
H -0.720569 3.423638 -0.487358 0.0 -0.1 0.0 0.203
H 0.225620 2.906040 0.901418 -0.1 -0.1 0.0 0.208
H -1.483944 5.432061 0.820579 0.0 0.1 0.0 0.200
H -0.553725 4.849300 2.208470 0.0 0.1 0.0 0.207
H -3.061781 3.932940 -0.249478 0.0 0.0 -0.1 0.211
H -3.709500 2.524905 0.597315 -0.1 -0.1 -0.1 0.226
H -4.242298 4.146826 1.038937 -0.1 0.0 -0.1 0.223
H -1.436129 3.150975 3.559424 0.2 0.1 0.1 0.190
H -4.252593 2.201259 2.791729 -0.1 0.0 0.0 0.205
H -3.617338 2.443372 4.422678 -0.1 0.0 0.0 0.209
H -2.000053 0.577754 4.061058 0.0 0.0 0.1 0.199
H -3.695732 0.080920 3.972040 0.0 0.0 0.0 0.210
H -1.419206 1.102685 0.689734 0.1 0.1 -0.1 0.221
H -0.950352 -0.564923 1.022561 0.1 -0.1 -0.1 0.228
H -0.634229 0.704005 2.214773 0.1 0.0 0.0 0.212
H -4.584409 -0.755843 1.962722 -0.1 0.0 0.2 0.190
H -4.445751 -0.865781 -0.482247 0.1 0.1 -0.1 0.209
H -2.682383 -0.748074 -0.444297 0.0 0.0 -0.1 0.203
H -4.349849 -3.079565 0.601760 0.0 0.0 -0.1 0.206
H -3.469787 -3.053643 -0.927344 -0.1 0.0 0.0 0.207
H -2.391194 -3.401511 1.872038 0.1 -0.1 0.2 0.195
H -0.466888 -4.027880 -1.646865 0.1 -0.1 -0.1 0.213
H -1.443196 -2.555269 -1.648565 -0.1 0.1 -0.1 0.208
H 0.252232 -2.503425 -1.149164 0.1 0.0 -0.1 0.236
H -0.330810 -4.626375 1.881746 0.0 -0.1 -0.1 0.211
H 0.771860 -4.490480 0.505857 0.0 -0.1 0.0 0.201
H 0.162397 -2.266638 2.496219 0.0 0.0 0.1 0.213
H 1.534729 -3.369604 2.615978 0.0 0.0 0.1 0.208
H 1.315577 -0.923225 0.972443 0.0 0.2 -0.1 0.197
H 4.535228 -3.530577 0.412218 0.1 0.0 0.0 0.213
H 3.112468 -4.177865 -0.399295 0.0 -0.1 -0.1 0.219
H 3.175097 -4.146248 1.359614 0.0 -0.1 0.0 0.218
H 4.645500 -1.210346 0.014446 0.0 0.1 0.0 0.205
H 3.205132 -0.194825 -0.092989 0.0 0.0 0.0 0.203
H 3.882795 -2.421748 -2.069519 0.1 0.0 -0.1 0.204
H 4.292724 -0.726098 -2.300665 0.1 -0.1 0.0 0.212
H 1.620391 -0.405827 -1.869916 -0.2 0.1 0.1 0.193
H 2.757731 -3.529390 -3.766449 0.1 -0.1 0.0 0.218
H 3.438635 -2.211519 -4.712199 0.1 0.0 -0.1 0.220
H 1.925769 -2.969221 -5.218038 0.0 -0.1 -0.1 0.213
H -0.241238 -2.179549 -4.160808 -0.1 -0.1 -0.1 0.211
H -0.121446 -0.580899 -3.412884 -0.1 0.1 0.0 0.213
H 0.476256 -0.844356 -5.056472 -0.1 0.0 -0.1 0.212
```
Forces are in eV/Å.

3.
DFT (ωB97M-V with the def2-TZVPD basis set) results for a molecular structure, C30H50AlCl3N4O4Si at a distorted geometry.

For the lowest unoccupied orbital energy, the calculation gives -0.5 eV. Its molar mass is 692.18 g mol⁻¹. Its energy above the lowest of the compared OMol25 structures with the same formula, charge and spin is 73.3 kcal per mole. The gap between HOMO and LUMO is 6.592 eV.

```
93
Properties=species:S:1:pos:R:3:forces:R:3:mulliken_charge:R:1
C 2.698876 -2.389307 -6.647695 0.3 -0.2 0.2 -1.428
C 2.017740 -1.603720 -7.753142 -0.4 -0.2 -0.1 0.722
H 2.163001 -3.336337 -6.436633 0.2 0.5 0.0 0.310
H 2.779278 -1.808029 -5.706330 -0.2 -0.3 -0.6 -0.035
H 3.731536 -2.676425 -6.951764 -0.5 0.2 0.1 0.435
C 1.821851 -2.169108 -8.949942 0.5 0.4 0.7 0.089
C 2.229053 -3.572996 -9.244344 0.0 -0.6 -0.5 -1.504
H 1.422314 -1.599120 -9.771905 -0.1 0.0 0.0 0.531
H 1.774164 -4.292644 -8.534357 0.2 0.3 -0.4 0.265
H 3.325184 -3.713431 -9.200827 -0.4 0.0 0.0 0.315
H 1.910179 -3.821959 -10.272633 0.1 -0.2 0.5 0.364
Al 1.038391 0.134024 -2.699531 0.4 -1.8 0.0 0.203
Cl 2.408926 -0.541082 -1.146505 -0.4 0.4 0.3 -0.368
Cl 2.529755 0.789656 -4.100431 -0.6 0.1 0.4 -0.325
C 0.227697 2.604860 -2.349844 -1.2 -1.2 -0.3 -0.166
O -0.222942 1.409673 -2.586987 1.1 1.6 0.9 -0.088
N -0.611155 3.590968 -2.203806 0.3 -0.6 -0.1 0.344
C -2.067587 3.360505 -2.260839 -0.2 0.3 -0.1 -0.449
C -0.077843 4.944347 -2.098908 0.2 0.4 -0.4 -0.935
H 1.303233 2.799279 -2.245057 -0.3 0.0 -0.2 0.477
H -2.378992 2.656855 -1.475206 0.2 0.3 -0.2 0.063
H -2.406002 2.959287 -3.232575 0.4 0.2 0.4 0.169
H -2.507499 4.353192 -2.091287 -0.1 -0.5 -0.1 0.328
H 0.834287 4.954097 -1.488147 -0.4 0.0 -0.1 0.363
H -0.850337 5.568784 -1.638014 0.4 0.0 -0.2 0.304
H 0.198234 5.305838 -3.113530 -0.4 0.0 0.7 0.339
H -0.410808 -3.725450 0.714747 -0.1 0.1 -0.3 0.315
H -1.146122 -3.467027 -3.100597 0.0 -0.1 -0.3 0.187
C -1.353456 -3.653300 0.160162 0.2 0.3 0.2 -0.810
C -1.830390 -3.513360 -2.260650 -0.5 0.5 -0.5 -0.640
N -1.201223 -2.911656 -1.102699 0.5 0.4 0.0 0.222
H -2.082783 -3.186320 0.827747 -0.1 0.0 -0.2 0.283
C -0.475611 -1.814197 -1.233525 0.7 -0.2 -0.2 -0.263
O -0.230577 -1.246330 -2.360719 -0.2 -0.3 0.8 -0.201
H -2.724836 -2.921863 -2.504024 0.2 -0.4 -0.2 0.215
H -0.057858 -1.410898 -0.305792 0.0 -0.2 -0.4 0.553
H -1.686406 -4.661711 -0.113289 0.2 0.4 0.3 0.326
H -2.098537 -4.534123 -2.004386 0.0 0.0 -0.3 0.372
O 0.765288 -0.140657 -6.243324 -1.5 0.1 -0.2 -0.093
C 1.627559 -0.183709 -7.360487 0.7 -0.2 1.2 -0.387
C 0.284799 0.483427 -9.384451 -0.4 0.4 -0.5 -0.022
C 1.264343 0.785443 -8.447138 -0.3 0.2 0.1 0.266
H -0.213392 -0.495484 -9.367470 0.3 0.6 0.0 0.550
C -0.112689 1.455422 -10.314040 0.0 -0.2 0.3 -1.118
H 2.541843 0.211224 -6.897336 0.4 0.1 -0.3 0.378
C 1.830422 2.066677 -8.420834 0.2 0.3 -0.2 -0.240
H -0.921076 1.201429 -11.006421 0.3 0.2 0.1 0.347
C 0.479288 2.723793 -10.311051 0.1 -0.2 0.1 -0.464
C 1.465715 3.038593 -9.368487 -0.2 -0.5 0.2 -0.738
H 2.561521 2.300452 -7.623398 -0.4 -0.1 -0.6 0.291
H 0.170832 3.470427 -11.040398 0.0 -0.1 0.1 0.383
H 1.917046 4.036719 -9.363289 -0.1 -0.4 0.1 0.377
Si -1.046092 -0.236895 -5.845030 0.9 1.5 -0.4 1.563
Cl -0.568503 -2.320028 -5.649664 0.2 -1.8 0.8 -0.566
C -2.119380 -0.406949 -7.329733 0.0 -0.2 -0.6 -1.497
C -0.893170 1.721521 -5.692403 -0.1 0.1 0.4 -0.889
C -2.481335 -0.419685 -4.485333 0.7 -0.3 0.5 -1.211
H -1.867791 0.346231 -8.071137 -0.3 0.0 -0.1 0.376
H -3.140647 -0.300314 -6.958249 -0.1 0.0 -0.4 0.324
H -1.967625 -1.408139 -7.737983 -0.3 0.1 -0.2 0.262
H -2.799096 -1.460609 -4.412866 0.1 -0.1 0.0 0.223
H -3.356685 0.134475 -4.801775 -0.1 0.5 -0.2 0.507
H -2.216049 -0.093706 -3.471511 0.0 0.1 -0.1 -0.063
H -0.950838 2.111582 -6.719038 0.0 -0.1 0.1 0.457
H 0.059933 2.102833 -5.295559 -0.2 -0.2 0.0 0.075
H -1.727307 2.149849 -5.113720 0.1 0.1 -0.1 0.007
C 1.783186 1.727776 6.051299 0.3 0.0 0.3 -1.225
C 0.906591 0.484980 6.100534 -0.3 0.6 -0.1 -0.292
N 0.243273 0.234667 4.818404 -1.0 0.4 -0.2 0.249
C -0.129397 -1.174541 4.602564 -0.1 -0.1 -0.7 -0.618
C -1.581442 -1.556815 4.915327 0.1 0.1 0.0 -1.135
C -0.623460 1.238313 4.371817 0.3 0.3 0.4 -0.058
O -0.879929 2.246652 5.021162 0.3 -0.7 -0.3 -0.643
C -1.221980 1.098195 2.996697 0.5 -0.1 -0.3 0.090
C -2.383012 1.815399 2.683977 0.2 -1.1 -0.5 -0.352
C -2.986424 1.581053 1.447025 0.1 -0.3 -0.4 -0.954
C -2.377845 0.669369 0.560455 -0.2 0.3 0.9 -0.610
N -1.225205 0.072979 0.842564 0.5 0.3 -0.4 0.254
C -0.610338 0.331492 1.988885 -0.4 0.3 0.6 -0.577
H 2.430186 1.696693 5.159312 -0.1 0.1 0.4 0.282
H 2.397236 1.727871 6.967459 -0.1 0.2 -0.4 0.402
H 1.175093 2.641963 6.034190 0.3 -0.4 0.0 0.300
H 1.488419 -0.407246 6.314706 0.2 0.1 0.1 0.415
H 0.160450 0.604384 6.891878 0.0 -0.1 0.1 0.285
H 0.091335 -1.435765 3.555859 0.0 -0.2 0.5 0.219
H 0.536426 -1.755348 5.241887 0.0 0.0 -0.2 0.523
H -2.292955 -1.152535 4.178004 0.3 -0.1 0.3 0.244
H -1.660018 -2.649104 4.904228 -0.1 0.1 0.0 0.415
H -1.877218 -1.218875 5.912976 0.0 0.0 -0.1 0.343
H -2.801449 2.462341 3.433806 -0.1 0.2 0.1 0.531
H -3.931392 2.045492 1.159620 0.3 0.0 0.2 0.479
H -2.802750 0.387554 -0.400510 -0.2 0.2 0.1 0.654
H 0.403467 -0.073541 2.111868 -0.5 0.1 0.0 0.795
```
Forces are in eV/Å.